Record 1
ORCA calculation (ωB97M-V/def2-TZVPD) on 2 unconnected molecules or ions with the total composition C20H30Cl2F4IN3O4 in a non-equilibrium geometry.

Last column: natural (NBO) charge in e.
Cartesian coordinates (Å):
1 C 1.53 4.41 0.68  -0.640
2 C -0.08 4.11 0.40  -0.420
3 C -0.59 2.73 1.13  -0.405
4 C -2.25 2.56 1.14  -0.429
5 C -2.67 1.24 2.02  -0.422
6 C -3.60 0.14 1.24  -0.435
7 C -2.98 -0.38 -0.21  -0.414
8 C -1.50 -1.12 -0.03  -0.474
9 C -0.79 -1.52 -1.46  -0.057
10 N 0.47 -2.41 -1.40  -0.574
11 C 1.37 -1.53 -0.55  0.782
12 N 2.01 -1.72 0.64  -0.619
13 I 1.78 -3.62 1.52  0.570
14 C 2.85 -0.78 1.43  0.785
15 F 2.20 -0.67 2.80  -0.316
16 F 3.04 0.59 0.96  -0.301
17 C 4.37 -1.39 1.76  0.494
18 F 4.42 -2.02 3.13  -0.332
19 F 4.86 -2.30 0.70  -0.340
20 N 1.38 -0.26 -1.35  -0.479
21 C 2.59 0.11 -2.16  -0.317
22 C 3.71 -1.10 -2.34  0.748
23 O 3.46 -2.29 -2.90  -0.566
24 O 5.10 -0.84 -1.90  -0.714
25 C 0.00 -0.12 -1.94  -0.111
26 C -0.27 -0.14 -3.55  -0.065
27 Cl 0.69 -1.36 -4.63  -0.014
28 C -1.27 0.74 -4.26  0.031
29 C -1.58 0.68 -5.88  -0.682
30 Cl -2.32 1.97 -3.29  -0.027
31 H 2.05 3.56 1.31  0.207
32 H 1.71 5.45 1.22  0.220
33 H 2.16 4.48 -0.34  0.205
34 H -0.65 5.08 0.74  0.216
35 H -0.19 4.04 -0.77  0.201
36 H -0.06 1.81 0.58  0.177
37 H -0.22 2.79 2.26  0.218
38 H -2.72 2.59 0.07  0.205
39 H -2.66 3.51 1.71  0.214
40 H -3.29 1.61 2.97  0.231
41 H -1.66 0.79 2.47  0.211
42 H -3.76 -0.78 1.98  0.301
43 H -4.65 0.65 1.05  0.209
44 H -3.68 -1.14 -0.76  0.227
45 H -2.77 0.61 -0.83  0.200
46 H -0.86 -0.36 0.62  0.216
47 H -1.57 -2.11 0.63  0.259
48 H -1.60 -1.87 -2.26  0.272
49 H 0.04 -3.25 -0.95  0.415
50 H 5.10 -0.46 1.83  0.219
51 H 2.40 0.54 -3.23  0.291
52 H 3.17 0.97 -1.56  0.248
53 H 5.67 -1.67 -1.99  0.518
54 H -0.42 0.83 -1.37  0.287
55 H -2.53 -0.02 -6.02  0.246
56 H -1.94 1.75 -6.27  0.255
57 H -0.72 0.21 -6.52  0.260
58 C -1.30 -3.17 4.96  -0.727
59 C -2.37 -3.54 3.95  0.752
60 O -2.96 -2.56 3.41  -0.815
61 O -2.53 -4.78 3.78  -0.781
62 H -1.21 -2.08 5.06  0.193
63 H -1.55 -3.58 5.94  0.212
64 H -0.33 -3.57 4.64  0.180

As for the multiplicity: 1. The value obtained for the molecular weight is 650.3 Da. The HOMO-LUMO gap is 3.395 eV. As for the electronic energy: -2862.3046 a.u.

Record 2
ORCA calculation (ωB97M-V/def2-TZVPD) on a molecular structure, C20H30F3KO10 in a non-equilibrium geometry.

Last column: natural (NBO) charge in e.
Cartesian coordinates (Å):
1 K -0.47 0.42 -0.38  0.938
2 C -2.32 2.82 1.29  0.324
3 O -2.88 1.48 1.18  -0.601
4 O -1.38 2.94 0.41  -0.907
5 C -3.45 3.83 1.15  0.921
6 F -4.36 3.72 2.17  -0.362
7 F -3.00 5.09 1.18  -0.326
8 F -4.16 3.70 0.01  -0.349
9 C -3.50 0.89 2.29  -0.063
10 C -3.76 -0.57 1.93  -0.620
11 H -4.47 -1.03 2.62  0.201
12 H -4.19 -0.63 0.92  0.219
13 H -2.82 -1.12 1.92  0.188
14 H -4.43 1.40 2.54  0.171
15 H -2.81 0.90 3.15  0.154
16 H -1.93 2.92 2.33  0.086
17 O 1.35 -0.07 1.74  -0.586
18 C 2.44 0.18 2.14  0.805
19 O 2.67 1.27 2.89  -0.474
20 C 4.09 1.42 3.12  -0.072
21 C 4.64 0.00 3.04  -0.428
22 C 3.74 -0.57 1.93  -0.531
23 H 4.22 1.87 4.10  0.205
24 H 4.50 2.05 2.33  0.183
25 H 4.53 -0.53 3.98  0.211
26 H 5.71 -0.01 2.81  0.219
27 H 3.64 -1.64 1.95  0.230
28 H 4.13 -0.27 0.95  0.243
29 O 1.88 1.21 -1.79  -0.570
30 C 2.68 0.44 -2.20  0.800
31 O 3.15 -0.58 -1.45  -0.497
32 C 4.21 -1.29 -2.12  -0.070
33 C 4.57 -0.45 -3.35  -0.431
34 C 3.31 0.37 -3.56  -0.535
35 H 3.82 -2.28 -2.36  0.190
36 H 5.06 -1.39 -1.44  0.188
37 H 4.81 -1.09 -4.20  0.225
38 H 5.45 0.15 -3.15  0.213
39 H 2.59 -0.16 -4.20  0.246
40 H 3.45 1.31 -4.08  0.251
41 O -2.33 0.39 -2.42  -0.632
42 C -3.20 1.22 -2.49  0.826
43 O -4.47 0.94 -2.16  -0.483
44 C -5.35 2.02 -2.52  -0.071
45 C -4.54 2.92 -3.46  -0.430
46 C -3.11 2.61 -3.05  -0.545
47 H -5.64 2.55 -1.61  0.200
48 H -6.24 1.58 -2.95  0.187
49 H -4.83 3.96 -3.32  0.226
50 H -4.73 2.65 -4.50  0.205
51 H -2.72 3.26 -2.27  0.284
52 H -2.36 2.63 -3.84  0.234
53 O 0.24 -2.28 -0.32  -0.589
54 C 0.45 -3.31 0.24  0.806
55 O 0.53 -4.48 -0.43  -0.486
56 C 0.99 -5.55 0.43  -0.070
57 C 0.78 -5.06 1.85  -0.439
58 C 0.69 -3.53 1.72  -0.524
59 H 2.01 -5.79 0.14  0.181
60 H 0.37 -6.41 0.18  0.198
61 H 1.53 -5.39 2.57  0.224
62 H -0.17 -5.45 2.20  0.216
63 H 1.60 -3.00 1.99  0.238
64 H -0.19 -3.18 2.25  0.253

As for the multiplicity: 1. The value obtained for the molecular weight is 526.5 Da. The HOMO-LUMO gap is 6.576 eV. As for the electronic energy: -2432.1213 a.u. The relative energy (zero: lowest compared OMol25 entry of this formula, charge and spin) is 0.0 kcal per mole.

Record 3
ORCA calculation (ωB97M-V/def2-TZVPD) on a molecular structure, C20H30IrN3O2P in a non-equilibrium geometry.

Last column: natural (NBO) charge in e.
Cartesian coordinates (Å):
1 N 1.28 3.55 -0.22  -0.566
2 C 1.41 4.70 -0.29  0.461
3 C 1.57 6.14 -0.40  -0.755
4 H 0.58 6.60 -0.52  0.292
5 H 2.21 6.39 -1.26  0.298
6 H 2.03 6.52 0.53  0.298
7 N 3.30 -4.76 -0.75  0.068
8 C 4.31 -4.27 -1.08  0.596
9 C 5.62 -3.75 -1.51  -0.770
10 H 5.50 -2.83 -2.13  0.321
11 H 6.21 -4.52 -2.06  0.388
12 H 6.19 -3.45 -0.62  0.399
13 N -2.34 -3.11 -0.41  -0.528
14 C -3.49 -3.25 -0.45  0.435
15 C -4.90 -3.45 -0.70  -0.755
16 H -5.31 -4.23 -0.07  0.304
17 H -5.02 -3.74 -1.74  0.295
18 H -5.46 -2.54 -0.52  0.280
19 Ir 0.83 -0.53 -0.60  0.632
20 C 0.95 -2.01 0.60  0.509
21 O 1.08 -2.94 1.27  -0.282
22 C 2.48 0.22 0.06  0.491
23 O 3.48 0.66 0.43  -0.288
24 C 1.37 0.56 -2.45  -0.221
25 C 0.00 0.73 -2.42  -0.099
26 C -0.81 -0.42 -2.19  -0.239
27 C -0.29 -1.67 -2.55  -0.133
28 C 1.06 -1.82 -2.82  -0.151
29 C 1.93 -0.75 -2.53  -0.177
30 H 2.02 1.41 -2.27  0.304
31 H -0.44 1.72 -2.43  0.301
32 H -1.85 -0.33 -1.91  0.293
33 H -0.96 -2.53 -2.48  0.315
34 H 1.46 -2.80 -3.06  0.275
35 H 3.01 -0.89 -2.48  0.262
36 C -1.06 -1.11 3.26  -0.625
37 C -1.71 -0.69 1.94  -0.748
38 P -0.71 0.40 0.87  1.166
39 C -1.90 1.53 0.03  -0.745
40 C -2.85 2.45 0.80  -0.611
41 C 0.29 1.39 2.01  -0.725
42 C -0.48 2.07 3.14  -0.595
43 H -0.49 -2.04 3.15  0.237
44 H -1.86 -1.29 3.99  0.304
45 H -0.38 -0.36 3.69  0.223
46 H -1.93 -1.59 1.32  0.312
47 H -2.64 -0.12 2.10  0.306
48 H -1.31 2.13 -0.67  0.259
49 H -2.53 0.86 -0.57  0.252
50 H -2.36 3.38 1.11  0.241
51 H -3.67 2.74 0.12  0.276
52 H -3.30 1.98 1.68  0.230
53 H 1.07 0.73 2.41  0.253
54 H 0.78 2.14 1.36  0.317
55 H -1.10 1.40 3.74  0.245
56 H 0.25 2.55 3.81  0.322
57 H -1.15 2.84 2.75  0.250

As for the multiplicity: 6. The value obtained for the molecular weight is 567.7 Da. The HOMO-LUMO gap (alpha / beta) is 6.716 / 2.910 eV. As for the electronic energy: -1538.5239 a.u. Its expectation value of S² is 8.77. The total charge is +4.

Record 4
ORCA calculation (ωB97M-V/def2-TZVPD) on a molecular structure, C20H30N10 in a non-equilibrium geometry.

Last column: natural (NBO) charge in e.
Cartesian coordinates (Å):
1 C -0.56 0.24 0.47  -0.809
2 C 0.62 0.22 -0.37  0.502
3 N 1.63 0.17 -1.04  -0.590
4 H -1.01 -0.75 0.49  0.248
5 H -1.29 0.87 -0.04  0.306
6 H -0.29 0.62 1.46  0.302
7 C 2.89 -1.30 -0.78  -0.750
8 C 3.62 -2.50 -0.62  0.295
9 N 4.22 -3.50 -0.40  -0.373
10 H 2.12 -1.45 -1.54  0.281
11 H 3.43 -0.48 -1.25  0.278
12 H 2.31 -1.01 0.10  0.257
13 C -5.13 0.81 1.18  -0.705
14 C -3.72 1.25 0.89  0.362
15 N -2.66 1.70 0.66  -0.418
16 H -5.62 0.14 0.47  0.280
17 H -5.70 1.74 1.14  0.267
18 H -4.95 0.39 2.17  0.245
19 C 1.81 -1.45 4.12  -0.743
20 C 0.62 -1.02 3.35  0.354
21 N -0.29 -0.71 2.79  -0.399
22 H 1.95 -0.67 4.86  0.268
23 H 2.75 -1.62 3.60  0.271
24 H 1.74 -2.38 4.69  0.268
25 C 0.85 0.00 -3.64  -0.765
26 C 2.13 0.54 -4.05  0.347
27 N 3.23 0.76 -4.37  -0.390
28 H 0.80 0.13 -2.56  0.293
29 H 0.77 -1.01 -4.04  0.252
30 H 0.02 0.62 -4.00  0.264
31 C 0.63 -3.39 0.82  -0.745
32 C -0.04 -2.63 -0.22  0.356
33 N -0.50 -2.05 -1.14  -0.433
34 H 0.01 -4.10 1.37  0.259
35 H 1.12 -2.68 1.49  0.253
36 H 1.52 -3.92 0.50  0.293
37 C -2.14 1.23 3.22  -0.737
38 C -1.23 2.07 2.46  0.335
39 N -0.45 2.74 1.85  -0.393
40 H -2.65 0.66 2.45  0.245
41 H -2.87 1.86 3.74  0.255
42 H -1.48 0.53 3.74  0.274
43 C 3.53 1.47 -1.71  -0.752
44 C 2.43 2.38 -2.09  0.334
45 N 1.54 3.11 -2.36  -0.383
46 H 3.18 0.80 -0.92  0.262
47 H 4.17 2.24 -1.27  0.249
48 H 3.89 1.04 -2.64  0.295
49 C 0.08 2.78 -0.25  -0.748
50 C 0.07 4.22 -0.63  0.333
51 N -0.04 5.35 -0.98  -0.367
52 H 0.43 2.30 -1.16  0.252
53 H -0.93 2.43 -0.03  0.268
54 H 0.70 2.48 0.59  0.265
55 C -2.51 -2.21 -1.61  -0.692
56 C -3.58 -1.34 -2.05  0.294
57 N -4.41 -0.60 -2.36  -0.368
58 H -2.92 -3.15 -1.25  0.248
59 H -1.99 -1.67 -0.81  0.279
60 H -1.86 -2.30 -2.48  0.271

As for the multiplicity: 1. The value obtained for the molecular weight is 410.5 Da. The HOMO-LUMO gap is 9.152 eV. As for the electronic energy: -1327.0574 a.u. The relative energy (zero: lowest compared OMol25 entry of this formula, charge and spin) is 319.6 kcal per mole.